(1)
Formula: C4H7NO
Source: the OMol25 dataset
Level of theory: ωB97M-V with the def2-TZVPD basis set

Positions of all 13 atoms, in Å:
C (-0.7433, 0.4852, 0.3209)
N (0.2985, 0.3591, -1.6740)
C (0.1367, -1.3148, -0.7950)
H (0.5085, -0.1752, -2.4742)
H (-0.1681, -2.2204, -1.3569)
H (-1.7481, 0.8003, 0.6153)
H (1.1221, -1.4316, -0.3209)
C (0.2495, 0.7386, 1.4504)
H (0.2498, 1.8009, 1.7064)
H (1.2681, 0.4628, 1.1577)
O (-0.8692, -0.8930, -0.0077)
H (-0.0303, 0.1601, 2.3355)
C (-0.2742, 1.2279, -0.9574)

## Properties
Frontier orbital gap ... 9.04 eV

(2)
Formula: C4H7NO
Source: the OMol25 dataset
Level of theory: ωB97M-V with the def2-TZVPD basis set

Positions of all 13 atoms, in Å:
H (1.8393, 1.3541, 0.0598)
N (-0.6204, 0.2578, 2.3188)
H (-2.3339, -0.5477, 0.1680)
O (-0.8079, -0.2367, -1.1711)
C (-0.7015, -0.2068, 1.2637)
C (1.2473, 0.4535, 0.0389)
H (-1.1329, -1.8686, -0.0209)
H (1.6664, -0.3488, -0.5653)
C (-0.0696, 0.9128, -0.8605)
C (-1.2770, -0.7878, 0.0242)
H (-0.7380, 1.6666, -0.3971)
H (1.4155, 0.0663, 1.0752)
H (0.2649, 1.3234, -1.8314)

## Properties
Frontier orbital gap ... 10.96 eV
SMILES ... CCOCC#N

(3)
Formula: C4H7NO
Source: the OMol25 dataset
Level of theory: ωB97M-V with the def2-TZVPD basis set

Positions of all 13 atoms, in Å:
C (1.4862, -0.2733, -0.5011)
H (-1.5339, 1.8053, -0.1357)
H (1.9515, 0.5983, -0.0112)
C (-0.3638, 0.3742, 0.7366)
H (-1.8335, -0.8007, -0.9226)
H (-0.0077, -0.2448, 1.5774)
C (-1.0572, 1.4932, 0.7913)
H (1.7097, -1.1714, 0.0814)
O (-0.5363, -2.3311, -0.4517)
H (1.9035, -0.3485, -1.5073)
C (-0.8131, -1.1844, -0.7096)
N (0.0346, -0.0732, -0.5763)
H (-0.9400, 2.1564, 1.6289)

## Properties
Frontier orbital gap ... 10.45 eV
SMILES ... C=CN(C)C=O

(4)
Formula: C4H7NO
Source: the OMol25 dataset
Level of theory: ωB97M-V with the def2-TZVPD basis set

Positions of all 13 atoms, in Å:
H (0.0760, 1.8331, 1.1242)
H (0.5016, -0.6326, 1.5188)
C (-1.3650, -0.3715, 0.0566)
C (0.0804, 1.2062, 0.2415)
H (-2.1703, 1.5534, -0.6784)
O (-2.1516, -1.2855, 0.0872)
H (0.7403, 1.5871, -0.6090)
H (0.8657, -2.1053, -0.2035)
C (0.1257, -0.2942, 0.4859)
N (-1.3744, 0.9308, -0.3593)
C (1.1876, -0.9799, -0.3453)
H (2.2333, -0.7813, 0.1187)
H (1.2506, -0.6603, -1.4375)

## Properties
Frontier orbital gap ... 10.68 eV
SMILES ... C[C@H]1CNC1=O

(5)
Formula: C4H7NO
Source: the OMol25 dataset
Level of theory: ωB97M-V with the def2-TZVPD basis set

Positions of all 13 atoms, in Å:
C (-1.2325, -0.3963, -0.3118)
H (1.9489, 0.3936, 1.2568)
H (0.4845, -1.4534, 0.3855)
C (0.0247, -1.1209, -0.5465)
N (-1.1590, 0.2842, 0.9755)
O (2.6899, 0.0581, 0.7374)
H (0.1001, -1.8378, -1.3604)
H (-2.0497, 0.7201, 1.2137)
H (-0.8320, 2.0907, -0.2332)
H (2.4473, 0.2903, -0.1696)
H (-2.1457, -0.4152, -0.8962)
C (0.2371, 0.3237, -0.9905)
C (-0.5135, 1.0628, -0.0609)

## Properties
Frontier orbital gap ... 9.16 eV

(6)
Formula: C4H7NO
Source: the OMol25 dataset
Level of theory: ωB97M-V with the def2-TZVPD basis set

Positions of all 13 atoms, in Å:
O (0.9535, 0.2161, -1.7560)
H (-2.4147, 0.4835, 0.5672)
N (1.2626, 1.5802, 0.0992)
H (-0.6393, -0.4970, -1.0694)
C (-0.6976, -0.7732, 0.0774)
H (-1.2913, -1.6973, 0.0591)
H (1.0474, -0.6512, 1.4007)
C (0.8138, -0.7748, 0.3418)
H (1.2803, 2.3065, -0.6232)
H (-0.7934, 1.0095, 1.3218)
C (1.1457, 0.4359, -0.5231)
C (-1.3453, 0.3142, 0.6934)
H (1.2721, -1.6803, -0.0570)

## Properties
Frontier orbital gap (spin up / spin down) ... 8.04 / 6.21 eV

(7)
Formula: C4H7NO
Source: the OMol25 dataset
Level of theory: ωB97M-V with the def2-TZVPD basis set

Positions of all 13 atoms, in Å:
C (2.2951, -0.0989, 0.0019)
C (-0.0494, 0.8382, -0.4586)
H (2.2309, -0.1595, 1.0950)
N (1.8524, -0.9705, -0.8109)
H (1.4133, -1.7522, -0.3211)
H (-2.6853, -0.8843, 0.2011)
C (-2.1946, 0.0931, 0.2461)
H (-2.5456, 0.6306, 1.1331)
H (2.7339, 0.8109, -0.4095)
H (-0.1957, -0.8257, 0.8353)
C (-0.6949, -0.0649, 0.2515)
H (-2.4916, 0.6599, -0.6426)
O (0.3316, 1.7233, -1.1211)

## Properties
Frontier orbital gap ... 9.51 eV
SMILES ... CC=C=O.C=N

(8)
Formula: C4H7NO
Source: the OMol25 dataset
Level of theory: ωB97M-V with the def2-TZVPD basis set

Positions of all 13 atoms, in Å:
H (1.7191, -1.5062, -0.2195)
C (-0.9397, -0.9289, -0.3348)
H (-1.6818, 0.8492, 0.6991)
H (-0.7272, -1.7489, -0.9819)
H (1.4153, -0.7662, 1.5215)
C (1.4840, -0.6225, 0.3530)
C (0.3018, 1.2589, -0.3356)
H (2.3230, 0.1822, 0.1048)
H (-0.5009, 1.7576, -0.8818)
N (-2.1866, -0.7689, -0.1364)
O (-2.5838, 0.4871, 0.4092)
C (0.1864, -0.0101, -0.0280)
H (1.1906, 1.8167, -0.1695)

## Properties
Frontier orbital gap ... 10.25 eV
SMILES ... C=C(C)/C=N\O

Short version: energy relative to the best compared isomer or geometry (same formula, charge and spin) = 106.34 70.64 60.37 40.31 124.85 105.90 65.95 90.58 kcal/mol, in the order given.
Short version: molar mass = 85.11 85.11 85.11 85.11 85.11 85.11 85.11 85.11 g mol⁻¹, in the order given.